A molecular structure, C5H16N2NaO9. Source: the Open Molecules 2025 dataset; level of theory: ωB97M-V with the def2-TZVPD basis set.

Calculated values
HOMO energy = -3.40 eV
net charge = -1

Atoms and positions in Å:
Na: -1.1392 -0.8856 -0.2425
O: -4.3808 1.0631 -1.1729
O: -3.0879 -0.3024 4.9217
O: 0.4823 1.7216 3.5845
O: 1.2936 -0.2468 -3.1900
O: 1.8860 -3.1452 0.7961
O: -4.7759 -1.3161 4.1639
O: -0.2878 2.0905 1.6143
O: -1.0161 3.0090 3.4337
O: -2.9726 -1.3129 3.1551
N: -0.2465 2.2678 2.7895
N: -3.6251 -1.0039 4.0871
C: 3.3008 -3.0650 0.6394
C: 2.3464 1.9572 -3.2146
C: -5.1798 1.8147 -0.3130
C: 3.9182 -1.7834 1.2532
C: 1.6952 0.7873 -4.0354
H: 2.4418 0.4885 -4.7711
H: 2.8583 2.6404 -3.8923
H: 0.8080 1.1225 -4.5726
H: -6.1600 2.1291 -0.6714
H: 3.7596 -3.1566 -0.3450
H: 3.5996 -1.6854 2.2910
H: 4.9755 -1.9886 1.4208
H: -5.3702 1.2012 0.5676
H: 3.0218 1.4801 -2.5044
H: -4.9216 0.5559 -1.7827
H: 0.9142 -0.9573 -3.7123
H: 3.7209 -0.8265 0.7699
H: -4.6217 2.7210 -0.0779
H: 1.6417 2.5226 -2.6048
H: 1.4043 -3.9304 0.5258
H: 3.7170 -3.9665 1.0891

Quick look at the Löwdin charges, all values in e:
1 Na 0.858
2 O -0.130
3 O -0.047
4 O -0.069
5 O -0.084
6 O -0.080
7 O -0.066
8 O -0.074
9 O -0.097
10 O -0.082
11 N -0.716
12 N -0.773
13 C -0.316
14 C -0.061
15 C -0.168
16 C -0.070
17 C -0.328
18 H 0.102
19 H 0.069
20 H 0.103
21 H 0.074
22 H 0.094
23 H 0.077
24 H 0.068
25 H 0.087
26 H 0.071
27 H 0.069
28 H 0.079
29 H 0.074
30 H 0.089
31 H 0.073
32 H 0.077
33 H 0.099

---

2 unconnected molecules or ions with the total composition C4H13N2O. Source: the Open Molecules 2025 dataset; level of theory: ωB97M-V with the def2-TZVPD basis set.

Calculated values
HOMO energy = -13.69 eV
ΔE to the lowest compared entry with this formula, charge and spin = 40.0 kcal/mol
net charge = +1

Atoms and positions in Å:
O: 0.5417 -2.8646 -0.9130
N: -1.3941 -0.7235 0.1491
N: 0.2018 1.1455 -1.1177
C: 0.1883 1.6697 0.2557
C: 0.4073 0.5426 1.2730
C: 1.1212 1.5028 -1.8954
C: -0.8860 -0.2286 1.4593
H: 0.7150 1.0414 2.1895
H: 1.0372 1.2822 -2.9601
H: 1.9515 2.1830 -1.6791
H: 1.0315 2.3725 0.3299
H: 1.1184 -3.2765 -1.5719
H: -0.7296 -1.1147 2.0775
H: 1.2579 -0.0835 1.0125
H: -1.6499 0.3462 1.9743
H: -1.3435 0.0253 -0.5604
H: 0.3455 -3.6091 -0.3292
H: -2.3565 -1.0530 0.2323
H: -0.8818 -1.4779 -0.3246
H: -0.6758 2.3201 0.3983

Quick look at the Löwdin charges, all values in e:
1 O -0.054
2 N 0.178
3 N -0.063
4 C -0.224
5 C -0.155
6 C -0.007
7 C -0.149
8 H 0.125
9 H 0.084
10 H 0.093
11 H 0.112
12 H 0.066
13 H 0.132
14 H 0.124
15 H 0.135
16 H 0.124
17 H 0.057
18 H 0.172
19 H 0.118
20 H 0.130

---

2 unconnected molecules or ions with the total composition C2H3N3O2. Source: the Open Molecules 2025 dataset; level of theory: ωB97M-V with the def2-TZVPD basis set.

Calculated values
HOMO energy (alpha / beta) = -10.37 / -10.37 eV
ΔE to the lowest compared entry with this formula, charge and spin = 183.0 kcal/mol

Atoms and positions in Å:
O: 0.6846 1.8481 -0.2647
O: 2.4620 0.6868 0.0134
N: 0.9992 -2.6052 0.2816
N: 1.2934 0.8361 -0.2075
N: 0.5157 -0.2527 -0.2721
C: 0.8171 -1.4790 0.1219
C: -1.6503 0.2170 0.0746
H: -1.9975 -0.1931 -0.9587
H: -1.5572 1.3172 0.2879
H: -1.5670 -0.3752 0.9235

Quick look at the Löwdin charges, all values in e:
1 O 0.058
2 O 0.100
3 N 0.153
4 N -0.501
5 N 0.055
6 C -0.336
7 C 0.294
8 H 0.105
9 H 0.063
10 H 0.010

---

C4H11N3O in the gas phase. Source: the Open Molecules 2025 dataset; level of theory: ωB97M-V with the def2-TZVPD basis set.

Calculated values
HOMO energy = -8.84 eV
ΔE to the lowest compared entry with this formula, charge and spin = 49.6 kcal/mol
SMILES = CNC(=O)CNCN

Atoms and positions in Å:
O: 0.7247 1.3734 -1.5417
N: -1.3238 -0.1565 -0.1518
N: 1.9319 1.5200 0.4447
N: -1.6182 -2.0696 -1.7638
C: 0.9968 0.9184 -0.4318
C: -1.9883 -1.3509 -0.5628
C: 1.8032 1.5416 1.9479
C: 0.1116 -0.2803 0.0337
H: 2.3856 2.3776 0.1512
H: -1.6869 -1.6446 -2.6719
H: -3.0828 -1.1690 -0.7923
H: -1.6053 0.6689 -0.8224
H: -0.7599 -2.6765 -1.6317
H: 0.7731 1.7596 2.3267
H: 0.4756 -1.1506 -0.5637
H: 2.5664 2.3974 2.2566
H: 2.1254 0.6030 2.3703
H: 0.2627 -0.4857 1.1582
H: -2.0920 -2.1762 0.2447

Quick look at the Löwdin charges, all values in e:
1 O 0.028
2 N -0.091
3 N -0.005
4 N -0.025
5 C -0.430
6 C -0.382
7 C -0.094
8 C -0.168
9 H 0.115
10 H 0.060
11 H 0.119
12 H 0.162
13 H 0.083
14 H 0.086
15 H 0.111
16 H 0.118
17 H 0.054
18 H 0.123
19 H 0.135

---

A molecular structure, C11H8F15N2O7S3. Source: the Open Molecules 2025 dataset; level of theory: ωB97M-V with the def2-TZVPD basis set.

Calculated values
HOMO energy = -6.68 eV
net charge = -1

Atoms and positions in Å:
S: -3.4000 2.5023 4.5683
S: 4.2365 -3.6509 -3.2110
S: -1.9147 2.5532 2.3341
F: -1.8889 4.9491 1.2167
F: -0.5520 -1.2904 -2.9263
F: -4.4517 4.8733 5.0940
F: 0.9472 1.4776 -2.1639
F: -5.2978 3.2511 6.2390
F: -5.8183 3.4960 4.1588
F: -3.2582 3.5674 0.2938
F: -2.5614 0.8387 -1.0086
F: -1.1004 0.7730 -3.2050
F: -3.0025 -0.8520 -2.2348
F: -1.1362 3.3714 -0.0490
F: -1.0316 -2.2505 -0.3746
F: -3.1305 -1.8697 0.0264
F: 3.1333 -4.6538 -3.6809
F: 0.1913 0.7949 -0.2662
O: -3.9563 1.1787 4.5293
O: -2.1335 1.2308 1.8039
O: 2.7339 -0.2369 -0.8095
O: -0.5977 2.7981 2.8496
O: -2.4147 2.7319 5.5873
O: 5.4519 -4.3301 -2.9645
O: 4.2875 -2.6214 -4.1751
N: 3.5379 -2.9891 -1.8423
N: -3.1126 3.1761 3.1595
C: 3.9383 -0.5369 -1.4665
C: -1.9403 -1.2669 -0.1854
C: 3.1594 -3.9767 -0.9343
C: 4.4312 -1.9731 -1.2022
C: -2.0654 -0.3194 -1.4059
C: 1.5899 -0.6502 -1.5397
C: 0.4734 0.3900 -1.5024
C: -0.7841 -0.1460 -2.2694
C: 2.4644 -4.6910 -0.2605
C: -2.0542 3.6615 0.8789
C: -4.8080 3.5803 5.0384
H: 1.2543 -1.6084 -1.1105
H: 1.8358 -0.8676 -2.5889
H: 1.8269 -5.3241 0.3130
H: 3.9238 -0.3563 -2.5520
H: -1.7468 -0.6695 0.7179
H: 5.4183 -2.0323 -1.6934
H: 4.6092 -2.1537 -0.1403
H: 4.7136 0.1216 -1.0459

Quick look at the Löwdin charges, all values in e:
1 S 0.568
2 S 0.600
3 S 0.577
4 F 0.121
5 F 0.149
6 F 0.115
7 F 0.122
8 F 0.123
9 F 0.116
10 F 0.119
11 F 0.172
12 F 0.145
13 F 0.129
14 F 0.123
15 F 0.090
16 F 0.098
17 F -0.106
18 F 0.166
19 O -0.290
20 O -0.301
21 O -0.080
22 O -0.281
23 O -0.289
24 O -0.222
25 O -0.228
26 N -0.176
27 N -0.293
28 C -0.192
29 C -0.281
30 C -0.205
31 C -0.132
32 C -0.388
33 C -0.100
34 C -0.410
35 C -0.352
36 C 0.161
37 C -0.674
38 C -0.677
39 H 0.132
40 H 0.141
41 H 0.041
42 H 0.129
43 H 0.145
44 H 0.121
45 H 0.139
46 H 0.136

---

Calculated molecular weight (g mol⁻¹), listed in the same order as above: 271.18 105.16 101.06 117.15 661.36